Entry 1:
# C5H8N2

The molecule C5H8N2 (ωB97M-V with the def2-TZVPD basis set, OMol25).

Summary:
Max |F| in eV Å⁻¹: 0.41
Energy above the lowest of the compared OMol25 structures with the same formula, charge and spin in eV: 0.562
E_LUMO in eV: 0.63
E_tot in eV: -8294.43396

```
15
Properties=species:S:1:pos:R:3:forces:R:3
N -0.90236 -0.60932 -1.24022 0.35 0.19 0.02
N 0.20343 -0.48947 0.85696 0.17 0.19 -0.33
C 2.36630 0.45307 0.11928 0.03 0.02 0.03
C -1.05758 -0.80209 0.19826 -0.19 -0.04 0.07
C 0.26683 -0.11834 -1.37437 -0.15 -0.07 -0.13
C 0.97233 -0.05231 -0.07006 -0.04 -0.08 0.18
C -2.14316 0.18475 0.65835 -0.11 0.03 0.08
H 0.64689 0.23187 -2.33100 0.05 -0.15 0.07
H -1.33928 -1.83969 0.41485 0.03 0.16 -0.11
H 2.60486 1.21285 -0.63178 -0.03 -0.09 0.12
H -2.82921 0.37483 -0.16858 -0.01 -0.11 0.17
H -2.70505 -0.18722 1.51611 0.14 0.04 -0.03
H -1.65915 1.12575 0.93362 -0.13 -0.09 -0.05
H 2.48933 0.87985 1.11633 -0.02 -0.09 -0.11
H 3.08582 -0.36451 0.00226 -0.09 0.09 0.00
```
Positions in Å, forces in eV/Å.

Entry 2:
# C5H8N2

The molecule C5H8N2 (ωB97M-V with the def2-TZVPD basis set, OMol25).

Summary:
Max |F| in eV Å⁻¹: 0.22
Energy above the lowest of the compared OMol25 structures with the same formula, charge and spin in eV: 0.553
E_LUMO in eV: 1.00
E_tot in eV: -8294.44350

```
15
Properties=species:S:1:pos:R:3:forces:R:3
N 0.64153 -0.75081 0.63535 0.07 0.06 -0.09
N -0.57312 -1.07526 1.09424 0.10 0.12 -0.14
C -1.30045 1.62802 -1.35381 -0.09 0.14 -0.14
C -0.72972 0.58583 -0.44870 0.08 -0.07 0.06
C 1.80672 -1.46133 1.11000 0.11 -0.06 0.06
C 0.59291 0.23500 -0.29287 -0.06 -0.03 0.05
C -1.40288 -0.27260 0.44239 -0.20 0.00 0.09
H 1.48201 0.61994 -0.77203 -0.04 -0.07 0.11
H -1.61341 1.20551 -2.31348 0.03 0.02 0.08
H -2.46361 -0.32304 0.65200 0.11 0.01 -0.05
H 1.60780 -1.78344 2.13259 0.06 0.03 -0.13
H -2.17646 2.11204 -0.91310 0.10 -0.09 0.00
H 2.02505 -2.33802 0.49140 -0.08 0.12 0.07
H -0.56699 2.41063 -1.56302 -0.05 -0.07 0.01
H 2.67060 -0.79247 1.09902 -0.12 -0.09 0.01
```
Positions in Å, forces in eV/Å.

Entry 3:
# C5H8N2

The molecule C5H8N2 (ωB97M-V with the def2-TZVPD basis set, OMol25).

Summary:
Max |F| in eV Å⁻¹: 0.52
Energy above the lowest of the compared OMol25 structures with the same formula, charge and spin in eV: 3.575
E_LUMO in eV: 0.58
E_tot in eV: -8291.42142

```
15
Properties=species:S:1:pos:R:3:forces:R:3
N 0.56046 0.58180 -0.12746 0.02 0.03 0.03
N -1.21894 1.53242 -1.14087 0.33 -0.29 0.00
C -0.16845 -1.69297 0.59512 -0.05 0.02 0.01
C -1.15729 1.90715 0.24067 0.01 0.06 0.32
C -0.16781 1.36475 0.99684 -0.19 0.09 -0.47
C 0.99751 -0.80012 0.21461 0.09 -0.13 0.02
C -0.24774 0.74819 -1.34605 -0.18 0.17 0.04
H -0.88073 -1.80457 -0.22864 0.09 0.04 0.10
H 1.54364 -1.19483 -0.65034 -0.06 0.04 0.13
H -1.91354 2.59988 0.59170 0.12 -0.17 -0.02
H 0.21097 -2.68697 0.85351 -0.07 0.17 -0.05
H 1.69015 -0.69241 1.05217 -0.09 -0.02 -0.10
H 1.40415 1.15244 -0.23900 -0.03 -0.01 -0.01
H 0.03580 0.26103 -2.27305 -0.04 0.07 0.13
H -0.68819 -1.27579 1.46079 0.05 -0.06 -0.12
```
Positions in Å, forces in eV/Å.

Entry 4:
# C5H8N2

The molecule C5H8N2 at a distorted geometry (ωB97M-V with the def2-TZVPD basis set, OMol25).

Summary:
Max |F| in eV Å⁻¹: 4.56
Energy above the lowest of the compared OMol25 structures with the same formula, charge and spin in eV: 2.251
E_LUMO in eV: 0.97
E_tot in eV: -8292.74551

```
15
Properties=species:S:1:pos:R:3:forces:R:3
N 2.44093 0.81886 -0.11066 -0.34 -0.61 -0.39
N 1.16828 -1.11145 0.38882 -1.20 2.11 2.20
C -0.19885 -1.02453 0.77722 -2.47 -1.26 -0.93
C 0.05124 0.55045 -0.80374 2.77 0.27 1.03
C 1.26619 0.11824 -0.18829 0.97 1.50 -4.20
C -2.36068 0.17073 0.04494 0.03 -0.03 0.26
C -0.89964 -0.11393 -0.03101 0.13 -2.36 2.28
H -2.56387 0.96677 0.76098 -0.06 0.16 -0.04
H -2.75276 0.47880 -0.92340 0.00 -0.01 -0.03
H -2.90010 -0.71112 0.38062 -0.11 -0.04 -0.03
H -0.08637 1.32560 -1.53765 0.11 0.29 0.24
H 1.60309 -1.95791 0.05359 0.05 0.27 0.17
H 2.44529 1.71002 -0.58655 0.51 -0.34 0.00
H -0.48730 -1.49476 1.70312 -0.42 -0.53 -0.37
H 3.27455 0.27424 0.07199 0.03 0.58 -0.18
```
Positions in Å, forces in eV/Å.

Entry 5:
# C5H8N2

The molecule C5H8N2 at a distorted geometry (ωB97M-V with the def2-TZVPD basis set, OMol25).

Summary:
Max |F| in eV Å⁻¹: 1.10
Energy above the lowest of the compared OMol25 structures with the same formula, charge and spin in eV: 1.746
E_LUMO in eV: 0.95
E_tot in eV: -8293.25048

```
15
Properties=species:S:1:pos:R:3:forces:R:3
N 0.32518 0.45618 0.64211 0.12 -0.08 0.08
N 2.24988 -1.79547 -1.07031 -0.12 0.93 0.57
C -0.59495 1.35812 -0.04072 -0.14 0.23 -0.07
C -0.67486 -0.10514 -0.25553 -0.07 -0.18 -0.13
C 1.71698 0.44534 0.19286 0.13 0.07 -0.05
C 2.05163 -0.80985 -0.49907 0.16 -0.86 -0.48
C -1.70516 -1.01087 0.36765 -0.04 0.02 0.02
H -1.22910 -1.94318 0.69023 -0.08 0.12 -0.07
H -2.48885 -1.25934 -0.35515 0.08 0.06 0.10
H -2.16760 -0.54392 1.24227 0.09 -0.03 -0.11
H 1.94993 1.27229 -0.49322 -0.06 -0.11 0.07
H -0.30162 -0.44786 -1.22237 -0.04 0.07 0.14
H -0.19947 1.96048 -0.86041 -0.04 -0.10 0.15
H 2.37545 0.54990 1.06134 -0.09 -0.01 -0.12
H -1.30741 1.87330 0.60030 0.10 -0.12 -0.08
```
Positions in Å, forces in eV/Å.

Entry 6:
# C5H8N2

A cluster of 2 separate species, C5H8N2 in total at a distorted geometry (ωB97M-V with the def2-TZVPD basis set, OMol25).

Summary:
Max |F| in eV Å⁻¹: 1.12
Energy above the lowest of the compared OMol25 structures with the same formula, charge and spin in eV: 5.474
E_LUMO in eV: -0.17
E_tot in eV: -8289.52283

```
15
Properties=species:S:1:pos:R:3:forces:R:3
N 0.07067 -0.43035 1.16248 -0.24 -0.32 -0.23
N 0.37054 -2.57217 -1.51688 -0.42 0.63 0.83
C 1.14710 0.90502 -1.76752 -0.06 -0.11 0.19
C -0.28807 0.82105 -1.45824 0.28 0.29 -0.05
C -0.07394 -1.89611 -0.68980 0.44 -0.63 -0.72
C -0.57206 0.13570 2.33180 -0.07 0.08 0.15
C -0.65598 -1.14396 0.40585 0.14 0.08 0.19
H -0.00948 -0.19948 3.20936 -0.10 0.08 -0.10
H -0.51127 1.22827 2.30797 0.04 -0.15 -0.05
H -1.72906 -1.30558 0.56310 0.13 0.03 -0.02
H -1.62367 -0.16704 2.44789 0.14 0.07 -0.07
H 1.04382 1.18309 -2.84056 -0.09 0.02 0.05
H -0.59708 1.80645 -1.04825 0.04 -0.09 -0.05
H 1.76606 1.67521 -1.28955 -0.14 -0.11 -0.05
H 1.65187 -0.06693 -1.78345 -0.10 0.13 -0.08
```
Positions in Å, forces in eV/Å.

Entry 7:
# C5H8N2

A structure of composition C5H8N2 (ωB97M-V with the def2-TZVPD basis set, OMol25).

Summary:
Max |F| in eV Å⁻¹: 0.77
Energy above the lowest of the compared OMol25 structures with the same formula, charge and spin in eV: 5.102
E_LUMO in eV: 0.33
E_tot in eV: -8289.89435

```
15
Properties=species:S:1:pos:R:3:forces:R:3
N -0.79617 -0.26477 0.58877 0.34 0.10 -0.04
N 0.48716 1.46955 -1.48709 -0.77 -0.06 0.08
C -1.86553 1.09946 -0.77823 0.04 0.11 -0.06
C 1.66659 0.09392 1.06088 0.06 0.04 0.04
C -0.31563 -1.60979 0.16677 -0.05 -0.30 -0.13
C -0.69111 1.56090 -1.25748 0.46 -0.33 -0.12
C 0.48507 -0.38250 0.26356 -0.32 0.09 0.41
H 1.69226 -0.42180 2.02571 0.01 0.06 -0.08
H -0.60701 -2.02401 -0.79626 0.08 0.24 0.03
H -2.50114 0.61009 -1.51359 0.04 -0.11 0.23
H -2.35091 1.52273 0.09083 0.16 0.13 -0.18
H 0.70749 0.40043 -0.89829 0.03 0.10 -0.03
H -0.32512 -2.33259 0.98962 0.01 0.05 -0.26
H 2.60540 -0.09158 0.53149 -0.15 0.01 0.09
H 1.56827 1.16993 1.23197 0.05 -0.14 0.03
```
Positions in Å, forces in eV/Å.

Entry 8:
# C5H8N2

The molecule C5H8N2 (ωB97M-V with the def2-TZVPD basis set, OMol25).

Summary:
Max |F| in eV Å⁻¹: 0.41
Energy above the lowest of the compared OMol25 structures with the same formula, charge and spin in eV: 0.849
E_LUMO in eV: 1.00
E_tot in eV: -8294.14781

```
15
Properties=species:S:1:pos:R:3:forces:R:3
N -1.13863 0.09657 -0.08260 -0.04 0.00 -0.24
N -0.81281 1.33010 0.31736 0.04 -0.01 -0.26
C 1.03762 0.12159 -0.17591 -0.15 -0.03 0.38
C 2.42197 -0.27952 0.17912 0.25 -0.11 -0.06
C 0.50695 1.35290 0.23708 0.06 0.13 0.19
C -0.07176 -0.65592 -0.42999 -0.03 0.14 0.26
C -2.51840 -0.28148 -0.16167 -0.24 0.01 -0.08
H -0.22390 -1.65658 -0.81756 0.22 0.11 0.26
H -2.95704 0.18650 -1.04265 -0.30 -0.10 0.08
H -2.59181 -1.36963 -0.23141 -0.01 0.19 -0.02
H -3.01464 0.06003 0.74755 -0.09 -0.03 -0.18
H 2.56730 -1.34589 0.00985 0.28 0.09 -0.15
H 3.17717 0.32456 -0.32709 0.09 -0.25 -0.06
H 2.52483 -0.10266 1.25747 0.21 -0.13 -0.21
H 1.09316 2.21943 0.52045 -0.30 -0.02 0.08
```
Positions in Å, forces in eV/Å.

Question: Among the records above, which one has the lowest E_tot?
Answer: number 2